# 1
15
Properties=species:S:1:pos:R:3:forces:R:3:mulliken_charge:R:1 method="wB97M-V/def2-TZVPD" multiplicity=2 lumo_energy_ev="-15.40 / -15.26" orbital_gap_ev="3.90 / 4.04" total_charge=+3
O 1.697962 0.215086 -3.556682 -0.32 -0.56 0.01 -0.28
C 1.244667 -0.524958 -2.572886 -0.21 1.39 -0.67 0.86
C 2.912438 0.882771 -3.163267 0.35 0.71 -0.16 -0.28
O 0.147869 -1.050448 -2.565667 -0.34 -0.49 0.59 -0.76
O 2.022477 -0.488879 -1.509361 -0.01 -0.45 0.85 -0.38
C 3.182724 0.323880 -1.760348 0.65 0.34 0.06 -0.20
Li -0.775395 -1.426457 -0.969989 0.44 -0.29 -1.07 0.94
H 2.712702 1.979480 -3.157024 0.21 -0.88 -0.16 0.26
H 3.689185 0.621145 -3.888688 -0.21 0.21 0.18 0.31
H 4.077876 -0.301057 -1.695194 -0.24 0.08 -0.04 0.28
C 0.138559 0.744909 0.752184 -2.71 -0.74 2.42 0.90
O -0.642462 -0.223001 0.539389 0.57 0.73 0.01 -0.75
O 0.050934 1.491705 1.724697 -0.06 -0.42 -0.55 -0.55
La -2.259007 0.454953 3.035254 1.86 0.58 -1.29 2.40
H 3.221048 1.103519 -0.991955 0.04 -0.22 -0.19 0.24


# 2
21
Properties=species:S:1:pos:R:3:forces:R:3:mulliken_charge:R:1 method="wB97M-V/def2-TZVPD" multiplicity=1 lumo_energy_ev=0.58 orbital_gap_ev=9.61 total_charge=0
C 0.922465 0.791819 -1.346803 -0.34 -0.88 -0.05 -0.83
C 1.572709 1.158417 -0.027665 2.95 2.24 0.30 -0.51
N 1.109273 0.434967 1.164132 0.33 -0.34 -2.33 -0.26
C -0.177628 0.642030 1.621014 -2.65 -2.35 2.46 0.53
N -0.750629 1.891752 1.864463 3.13 2.14 -0.36 -0.46
N -0.733817 -0.439349 2.057402 0.86 -0.88 -1.40 -0.77
H -0.137914 0.970884 -1.106499 -0.05 -1.00 -0.75 0.26
H 1.115335 1.239933 -2.332310 0.45 1.11 0.86 0.35
H 1.298265 -0.211800 -1.607686 -1.18 -0.35 0.46 0.17
H 1.465887 2.309878 0.111001 0.45 -1.95 0.12 0.23
H 2.686721 0.849994 -0.004880 -1.49 1.13 -0.45 0.33
H 1.279143 -0.599044 0.937795 -0.80 1.92 1.23 0.32
H -0.124630 2.723099 1.782253 -0.52 -1.23 0.02 0.24
H -1.661210 2.196044 1.617138 -0.89 -0.86 -0.25 0.21
H -1.537206 -0.584352 2.642308 -0.33 1.30 0.01 0.22
H 0.556156 -2.565767 -2.246556 0.78 -0.47 -0.33 0.31
H 0.780133 -2.184586 -3.646146 0.21 0.04 -0.58 0.32
O 1.194857 -2.731467 -2.975944 -1.01 0.44 0.92 -0.65
H -3.290111 -2.757116 0.487743 1.28 -0.20 0.06 0.31
H -2.378265 -1.322865 0.520834 1.20 -0.94 0.25 0.35
O -3.189534 -1.812470 0.488405 -2.37 1.14 -0.22 -0.68


# 3
29
Properties=species:S:1:pos:R:3:forces:R:3:mulliken_charge:R:1 method="wB97M-V/def2-TZVPD" multiplicity=1 lumo_energy_ev=0.72 smiles="COP(=Cc1ccccc1)(OC)OC" orbital_gap_ev=7.07 total_charge=0
C 2.125490 2.357454 2.608546 0.34 1.60 -1.24 -0.57
C 1.687964 3.222243 1.565473 -0.12 1.67 -0.01 -0.26
C 2.090455 0.990461 2.360574 0.88 -0.60 2.55 -0.73
C 0.930957 2.740339 0.490643 -0.11 0.09 0.46 -0.65
C 1.401295 0.481343 1.306979 -0.40 0.51 -0.53 -0.09
C 0.750804 1.308262 0.391777 0.82 1.93 0.82 1.71
C 0.227309 0.806758 -0.778630 -2.28 -3.84 -2.11 -1.35
C -1.720529 -1.166014 -3.207336 -2.60 -0.49 -0.83 -0.65
C 1.448181 -2.293759 -0.775422 -0.86 0.19 0.96 -0.72
C -2.555925 -0.850099 1.520248 3.54 1.13 1.21 -0.64
O -2.082513 -1.280924 -1.791088 0.92 0.34 -0.87 -0.27
O 0.046469 -2.396144 -1.043565 -2.15 1.63 0.20 -0.46
O -1.705957 -1.611255 0.581072 0.39 0.84 0.06 -0.33
P -0.913600 -1.086374 -0.734204 1.17 1.02 1.31 0.86
H 2.534660 2.848910 3.494933 0.23 -0.63 -0.28 0.36
H 1.942906 4.388372 1.554910 -0.77 -2.71 0.45 0.21
H 2.637015 0.303125 3.077023 -0.88 0.79 -0.85 0.27
H 0.440354 3.493305 -0.206041 0.82 -1.37 0.70 0.24
H 1.342586 -0.543950 1.041671 0.27 -0.87 0.50 0.16
H -0.265349 1.465590 -1.460216 -0.78 -0.04 -0.39 0.32
H -0.681209 -1.509201 -3.389643 -0.80 0.26 -0.02 0.32
H -1.941090 -0.106268 -3.529983 0.66 -1.14 0.29 0.26
H -2.553224 -1.840849 -3.732996 2.22 1.33 0.91 0.21
H 1.603324 -1.200690 -0.757686 1.22 -0.54 -0.81 0.50
H 1.870719 -2.969172 -1.528528 0.64 0.74 0.35 0.24
H 1.594346 -2.642080 0.264179 0.32 -0.21 -0.58 0.22
H -2.808482 0.146206 1.159093 -0.64 -0.42 -0.54 0.31
H -1.915954 -0.547215 2.470809 -1.08 -1.10 -1.79 0.23
H -3.310629 -1.541438 1.795904 -0.96 -0.10 0.10 0.28